A cluster of 7 separate species, C13H30N4O17 in total. Source: OMol25; level of theory: ωB97M-V with the def2-TZVPD basis set.

LUMO level (spin up / spin down), eV: -3.53 / -10.32
Frontier orbital gap (spin up / spin down), eV: 8.3030 / 1.5063
<S²>: 0.758
HOMO level (spin up / spin down), eV: -11.829 / -11.829

ORCA input file:
```
! wB97M-V def2-TZVPD RIJCOSX def2/J DEFGRID3
* xyz 1 2
C 11.7921 20.8899 -20.4840
O 11.7209 22.2034 -21.0631
C 10.9652 22.2531 -22.1546
O 10.1947 21.3283 -22.4969
O 11.3015 23.3639 -22.9103
C 10.7697 23.5701 -24.2084
H 12.7969 20.9032 -20.0616
H 11.6790 19.9588 -21.0394
H 11.1838 20.9101 -19.5798
H 10.9722 24.6156 -24.4407
H 9.6856 23.4735 -24.2669
H 11.3327 22.8471 -24.7987
C 15.5180 19.2242 -7.2754
O 14.9004 19.5763 -8.5685
C 15.6158 19.5599 -9.5928
O 16.8351 19.4408 -9.5743
O 14.7877 19.6715 -10.6511
C 15.2400 20.1074 -11.8986
H 16.4691 19.7538 -7.2201
H 15.8342 18.1851 -7.1838
H 14.8225 19.4281 -6.4613
H 14.3880 20.4102 -12.5073
H 15.6633 19.3168 -12.5183
H 15.9307 20.9503 -11.8735
C 16.8775 21.0532 -15.6583
O 16.2803 21.0367 -16.9655
C 17.0292 21.2669 -18.0606
O 18.2329 21.2499 -18.0314
O 16.2511 21.4592 -19.1674
C 16.8580 21.7354 -20.4400
H 17.7893 21.6236 -15.4810
H 17.0983 20.0815 -15.2167
H 16.0607 21.5134 -15.1022
H 16.1148 21.7285 -21.2373
H 17.4472 20.9033 -20.8251
H 17.5873 22.5449 -20.4694
C 10.4122 21.6654 -12.8552
N 9.2742 22.1463 -13.6808
O 8.1745 22.0978 -13.1720
O 9.5701 22.3575 -14.8550
H 10.3880 22.1878 -11.8989
H 11.3251 22.0494 -13.3105
H 10.4802 20.5904 -12.6881
C 13.1757 26.8582 -17.7767
N 13.1428 25.4918 -17.1070
O 13.1310 24.4788 -17.7940
O 13.1939 25.4333 -15.8683
H 13.0046 27.6257 -17.0219
H 12.5300 26.8960 -18.6541
H 14.1439 27.1527 -18.1818
C 13.1495 21.4086 -16.8013
N 13.1994 21.2873 -15.3098
O 12.6808 20.3180 -14.7485
O 13.8137 22.1804 -14.7763
H 12.1547 21.7984 -17.0172
H 13.3184 20.4810 -17.3482
H 13.8580 22.2146 -16.9921
C 13.6540 15.9342 -18.6272
N 13.4740 17.4196 -18.4309
O 14.4233 18.1298 -18.7617
O 12.4933 17.8418 -17.8298
H 13.0646 15.4920 -17.8239
H 14.7240 15.7796 -18.7660
H 13.1999 15.7654 -19.6036
*
```


A cluster of 4 separate species, C5H18N2O4 in total. Source: OMol25; level of theory: ωB97M-V with the def2-TZVPD basis set.

LUMO level, eV: 0.49
Frontier orbital gap, eV: 9.5582
SMILES: CCN(C)CC(N)=O.O.O.O
HOMO level, eV: -9.071
Energy relative to the best compared isomer or geometry (same formula, charge and spin), kcal per mole: 60.28

ORCA input file:
```
! wB97M-V def2-TZVPD RIJCOSX def2/J DEFGRID3
* xyz 0 1
C -0.3292 0.5490 1.0697
C 0.7911 0.1624 0.1301
N 0.3918 -1.0890 -0.6571
C 1.4483 -2.1427 -0.6869
C -0.2150 -0.7514 -1.9213
C -1.6671 -0.3318 -1.7455
N -2.5533 -1.3153 -1.1183
O -2.1206 0.7501 -2.0630
H -0.0695 1.3349 1.7183
H -0.7840 -0.3206 1.5213
H -1.1396 1.0491 0.5612
H 0.9341 0.9329 -0.6809
H 1.7925 -0.1552 0.7477
H 2.3659 -1.6130 -0.7491
H 1.4000 -2.6591 0.2332
H 1.5177 -2.7089 -1.5722
H -0.2742 -1.6996 -2.5209
H 0.2349 0.1089 -2.4520
H -3.4570 -1.0555 -0.7664
H -2.1817 -2.2452 -0.7806
H -3.2736 1.3812 -0.6436
H -3.0558 2.6610 0.0064
O -3.6390 1.9228 0.1583
H 3.2559 0.8559 0.9036
H 2.6607 2.2063 0.4818
O 3.4313 1.8195 0.8031
H 1.2309 0.0314 3.3288
H 1.4419 1.5900 3.3751
O 1.8628 0.7319 3.3190
*
```


A structure of composition C31H42BrFeN2O5PS2Te. Source: OMol25; level of theory: ωB97M-V with the def2-TZVPD basis set.

LUMO level (spin up / spin down), eV: 3.98 / 3.98
Frontier orbital gap (spin up / spin down), eV: 3.2279 / 4.7298
<S²>: 6.070
HOMO level (spin up / spin down), eV: 0.748 / -0.754
Energy relative to the best compared isomer or geometry (same formula, charge and spin), kcal per mole: 0.00

ORCA input file:
```
! wB97M-V def2-TZVPD RIJCOSX def2/J DEFGRID3
* xyz -2 5
Fe 0.7055 0.8343 -1.6400
C 1.5063 5.5003 3.0418
C 1.5049 5.4499 1.5280
O 2.1715 4.2658 1.1074
P 1.4549 3.2897 0.0343
S 2.5636 1.6831 -0.1490
S -0.4457 2.9713 0.4388
O 1.5878 4.2499 -1.2606
C 0.6935 4.1595 -2.3730
C 1.0896 5.2291 -3.3640
H 1.0505 6.4262 3.3977
H 2.5241 5.4436 3.4278
H 0.9410 4.6587 3.4401
H 2.0371 6.3053 1.0979
H 0.4785 5.4602 1.1477
H -0.3296 4.2838 -2.0088
H 0.7608 3.1672 -2.8297
H 0.9551 6.2272 -2.9444
H 0.4764 5.1414 -4.2622
H 2.1325 5.1090 -3.6558
Br 4.7811 3.1461 -5.1216
C 3.7557 1.5797 -4.6991
C 3.8764 0.4518 -5.5379
C 3.1596 -0.6818 -5.0518
C 2.3637 -0.5862 -3.9490
N 2.1779 0.5533 -3.2066
C 2.9716 1.6127 -3.5893
H 4.5027 0.4410 -6.4152
H 3.2280 -1.6400 -5.5565
H 1.8264 -1.4575 -3.6050
H 2.9702 2.4799 -2.9425
C -3.3616 2.1456 -1.8895
C -3.2625 0.7728 -1.2452
O -4.0987 0.4817 -0.3864
N -2.3300 -0.1421 -1.6212
Te -0.5847 -0.5930 0.9223
C -0.2570 -0.8618 3.0072
C 0.7235 -1.6934 3.5432
C 1.7064 -2.4076 2.6659
C 0.8193 -1.8411 4.9270
C -0.0177 -1.1612 5.7927
C 0.0916 -1.3337 7.2844
C -0.9639 -0.3021 5.2465
C -1.1030 -0.1355 3.8718
C -2.1431 0.8359 3.3848
C -0.9933 -2.6264 0.4403
C -2.2179 -3.1601 0.8453
C -3.2385 -2.3470 1.5875
C -2.5221 -4.4802 0.5166
C -1.6516 -5.2677 -0.2198
C -2.0072 -6.6822 -0.5906
C -0.4517 -4.7064 -0.6322
C -0.1055 -3.3947 -0.3192
C 1.2018 -2.8616 -0.8303
H -4.3054 2.5850 -1.5729
H -3.3011 2.0906 -2.9762
H -2.5259 2.7684 -1.5704
H 2.1742 -1.7014 1.9779
H 1.2218 -3.1746 2.0576
H 2.4838 -2.8805 3.2667
H 1.5858 -2.4966 5.3286
H 0.9375 -1.9707 7.5455
H -0.8106 -1.7917 7.6968
H 0.2265 -0.3734 7.7864
H -1.6187 0.2590 5.9045
H -2.6670 1.2711 4.2368
H -2.8709 0.3631 2.7226
H -1.6940 1.6465 2.8078
H -3.5493 -1.4867 0.9873
H -2.8408 -1.9695 2.5330
H -4.1141 -2.9600 1.8076
H -3.4757 -4.8902 0.8344
H -2.9166 -7.0026 -0.0805
H -1.2080 -7.3779 -0.3249
H -2.1775 -6.7792 -1.6654
H 0.2408 -5.2963 -1.2247
H 1.7204 -3.6262 -1.4094
H 1.8562 -2.5319 -0.0233
H 1.0451 -1.9931 -1.4706
C -0.7833 -1.2336 -4.1945
O -0.5792 -0.9477 -2.8204
C -1.3112 0.1971 -2.4094
O -0.9514 1.2727 -2.9334
H -0.2207 -2.1360 -4.4283
H -0.4234 -0.4145 -4.8209
H -1.8513 -1.4121 -4.3689
*
```


A cluster of 9 separate species, C32H73N9O11S in total. Source: OMol25; level of theory: ωB97M-V with the def2-TZVPD basis set.

LUMO level, eV: 0.22
Frontier orbital gap, eV: 9.1869
SMILES: COC[C@@H](S)OCCC(=O)N(C)C.CNC(C)=O.CNC(C)=O.CNC(C)=O.CNC(C)=O.CNC(C)=O.CNC(C)=O.CNC(C)=O.CNC(C)=O
HOMO level, eV: -8.969

ORCA input file:
```
! wB97M-V def2-TZVPD RIJCOSX def2/J DEFGRID3
* xyz 0 1
C 4.5186 -0.7258 2.9240
O 4.6250 0.5972 2.4363
C 3.5965 0.9632 1.5305
C 2.4833 1.7005 2.2776
S 3.2782 3.0354 3.2461
O 1.5742 2.3326 1.4161
C 0.9078 1.4604 0.5218
C 0.2308 0.2254 1.1327
C -0.6003 0.4573 2.3460
O -0.5529 1.4107 3.0442
N -1.5038 -0.6460 2.6488
C -2.8479 -0.1285 2.2783
C -1.5147 -0.8543 4.0963
H 4.7053 -0.7602 3.9890
H 3.5423 -1.1762 2.7542
H 5.2586 -1.3608 2.4422
H 3.2369 0.0721 1.0234
H 4.0637 1.6437 0.8266
H 2.0039 1.0725 3.0172
H 2.3899 3.1658 4.2418
H 1.5770 1.1012 -0.2590
H 0.1542 2.0532 0.0221
H -0.4281 -0.2035 0.3861
H 0.9814 -0.5370 1.3054
H -3.5966 -0.8553 2.5468
H -2.8450 0.0718 1.2132
H -3.0744 0.8158 2.7815
H -1.9348 -0.0055 4.6380
H -0.5301 -1.0716 4.4961
H -2.1463 -1.7059 4.3093
C -6.1286 -4.0665 2.4456
C -5.4147 -3.2850 1.3698
O -5.2197 -2.0784 1.4669
N -4.9913 -3.9634 0.2787
C -5.1249 -5.3790 -0.0245
H -6.4034 -3.3862 3.2459
H -7.0356 -4.5236 2.0492
H -5.4779 -4.8412 2.8523
H -4.5227 -3.3812 -0.3974
H -4.1326 -5.8096 -0.1600
H -5.6783 -5.4908 -0.9524
H -5.6381 -5.9110 0.7701
C 3.5358 -1.8819 -3.3102
C 3.8259 -1.6752 -1.8438
O 3.0783 -2.0892 -0.9645
N 4.9547 -1.0012 -1.5206
C 5.9522 -0.4303 -2.4113
H 2.6038 -2.4316 -3.4050
H 3.4319 -0.9226 -3.8184
H 4.3334 -2.4555 -3.7829
H 5.0837 -0.9027 -0.5251
H 6.9231 -0.8791 -2.1973
H 6.0191 0.6453 -2.2317
H 5.7065 -0.6050 -3.4505
C -3.8078 4.2187 8.0299
C -4.3522 2.9541 7.4114
O -5.4970 2.5730 7.6150
N -3.5229 2.2397 6.6103
C -2.1440 2.5246 6.2479
H -4.5858 4.6705 8.6373
H -2.9510 3.9964 8.6671
H -3.5125 4.9273 7.2554
H -3.9498 1.4083 6.2315
H -2.0767 2.6158 5.1631
H -1.5104 1.6956 6.5676
H -1.7917 3.4386 6.7130
C -8.1597 -1.0666 10.4798
C -8.0687 -1.7798 9.1514
O -8.7383 -2.7726 8.9039
N -7.2101 -1.2754 8.2309
C -6.3379 -0.1115 8.3416
H -8.8824 -1.5850 11.1025
H -7.1934 -1.0727 10.9853
H -8.4915 -0.0372 10.3401
H -7.1995 -1.7975 7.3690
H -6.5856 0.6022 7.5669
H -5.3021 -0.4330 8.2051
H -6.4355 0.3689 9.3078
C -6.3300 -5.0444 -5.1964
C -5.7192 -4.4532 -3.9497
O -5.1087 -5.1395 -3.1418
N -5.8717 -3.1190 -3.7487
C -6.5588 -2.1542 -4.5883
H -6.1241 -6.1100 -5.2118
H -7.4106 -4.8968 -5.2011
H -5.8956 -4.5914 -6.0882
H -5.4428 -2.7876 -2.8989
H -5.8583 -1.3788 -4.9021
H -7.3638 -1.6848 -4.0211
H -6.9773 -2.6290 -5.4686
C 5.7023 6.8412 0.0672
C 5.7388 5.9760 -1.1696
O 6.6715 6.0086 -1.9573
N 4.6850 5.1444 -1.3825
C 3.4951 4.9642 -0.5665
H 6.6057 7.4425 0.0959
H 4.8389 7.5071 0.0441
H 5.6630 6.2242 0.9658
H 4.7737 4.5960 -2.2233
H 3.4356 3.9237 -0.2448
H 2.6110 5.1969 -1.1628
H 3.5105 5.6018 0.3098
C 6.9737 -0.9046 -7.8001
C 7.3064 -0.6666 -6.3495
O 6.5863 -1.0696 -5.4434
N 8.4420 0.0186 -6.0691
C 9.4113 0.5720 -6.9981
H 6.0431 -1.4599 -7.8643
H 6.8457 0.0460 -8.3194
H 7.7586 -1.4896 -8.2805
H 8.6041 0.1426 -5.0818
H 10.3908 0.1301 -6.8093
H 9.4831 1.6504 -6.8506
H 9.1263 0.3743 -8.0253
C 3.6179 1.4523 -8.0006
C 3.4587 0.5767 -9.2195
O 4.3026 0.5325 -10.1010
N 2.3322 -0.1781 -9.3146
C 1.2245 -0.2641 -8.3808
H 4.5601 1.9870 -8.0709
H 2.8086 2.1812 -7.9426
H 3.6304 0.8427 -7.0954
H 2.2946 -0.7369 -10.1527
H 1.1169 -1.2933 -8.0344
H 0.3006 0.0314 -8.8808
H 1.3837 0.3813 -7.5240
*
```


A structure of composition C39H54MoN8O5P. Source: OMol25; level of theory: ωB97M-V with the def2-TZVPD basis set.

LUMO level (spin up / spin down), eV: -7.16 / -7.56
Frontier orbital gap (spin up / spin down), eV: 8.2572 / 7.1129
<S²>: 2.035
HOMO level (spin up / spin down), eV: -15.413 / -14.669

ORCA input file:
```
! wB97M-V def2-TZVPD RIJCOSX def2/J DEFGRID3
* xyz 3 3
Mo -0.0769 0.5879 0.6249
C -4.6952 -0.2022 3.7265
N -3.8120 -0.3058 2.5582
C -4.3809 -0.9791 1.3930
C -2.5964 0.1993 2.5393
O -1.8491 0.0454 1.5343
C -2.1033 0.9259 3.7791
O -1.0704 1.7992 3.4260
C 0.0708 1.8456 4.2385
C 1.2751 1.3854 3.4340
O 1.1206 1.0221 2.2398
N 2.4530 1.3378 4.0122
C 2.6452 1.7086 5.4170
C 3.6327 0.8490 3.3009
H -5.5140 -0.9020 3.5870
H -4.1747 -0.4763 4.6401
H -5.1094 0.8014 3.8157
H -5.3045 -0.4744 1.1116
H -3.6745 -0.9572 0.5696
H -4.6087 -2.0124 1.6495
H -2.9246 1.4876 4.2304
H -1.7854 0.1653 4.5044
H 0.2383 2.8809 4.5593
H -0.0281 1.2451 5.1475
H 2.1297 2.6356 5.6556
H 2.3040 0.9094 6.0749
H 3.7073 1.8669 5.5843
H 3.3408 0.4730 2.3229
H 4.3462 1.6640 3.1852
H 4.0863 0.0493 3.8847
O 1.6588 -2.0388 3.3383
C 1.6088 -2.2686 2.1760
O 0.8396 -1.4475 1.3302
C 2.2310 -3.3176 1.3550
C 2.9596 -4.3681 1.8967
C 3.4926 -5.3113 1.0334
C 3.2888 -5.2017 -0.3383
C 2.5590 -4.1469 -0.8777
C 2.0344 -3.1914 -0.0236
P 1.0238 -1.6883 -0.3196
C -0.5134 -2.6689 -0.6929
C -0.6252 -3.3195 -1.9201
C -1.6172 -4.2623 -2.1235
C -2.5027 -4.5778 -1.0990
C -2.3817 -3.9430 0.1251
C -1.3912 -2.9899 0.3349
C 2.4305 -0.4748 -0.5152
C 3.7595 -0.8579 -0.3368
C 4.7659 0.0979 -0.2585
C 4.4735 1.4536 -0.3038
C 3.1521 1.8544 -0.4430
C 2.1578 0.8919 -0.5682
H 3.0937 -4.4449 2.9667
H 4.0604 -6.1430 1.4251
H 3.7018 -5.9530 -0.9963
H 2.4050 -4.0971 -1.9468
H 0.0674 -3.1084 -2.7250
H -1.6877 -4.7663 -3.0775
H -3.2666 -5.3255 -1.2564
H -3.0455 -4.2031 0.9384
H -1.3115 -2.5250 1.3068
H 4.0378 -1.9003 -0.2868
H 5.7922 -0.2292 -0.1614
H 5.2669 2.1850 -0.2425
H 2.8875 2.9026 -0.4844
H 1.1770 1.3185 -0.8352
C -0.7293 4.0972 1.6314
N -1.9469 3.4887 1.0682
C -3.0988 4.4086 1.0681
C -3.1153 5.0094 -0.3308
N -2.3917 3.9874 -1.0975
C -2.1319 4.2792 -2.5040
C -1.7530 3.1400 -0.2791
N -1.0357 2.0802 -0.5721
C -0.9889 1.5346 -1.9310
C -0.9751 -0.0096 -1.8583
N 0.1868 -0.6548 -2.4109
C 0.3739 -0.6049 -3.7173
N 1.5327 -0.9462 -4.3091
C 2.7684 -1.3091 -3.6734
C 1.5376 -0.6746 -5.7408
C 0.1187 -0.1746 -6.0001
N -0.5167 -0.1846 -4.6729
C -1.9473 -0.4636 -4.6451
H -0.4630 5.0297 1.1229
H 0.0992 3.3959 1.5480
H -0.9040 4.3028 2.6828
H -3.0013 5.1483 1.8580
H -4.0068 3.8324 1.2457
H -2.5893 5.9641 -0.4100
H -4.1239 5.1374 -0.7205
H -2.1105 5.3631 -2.6156
H -2.9171 3.8855 -3.1483
H -1.1656 3.8959 -2.8144
H -0.0768 1.8528 -2.4492
H -1.8379 1.8576 -2.5286
H -1.9311 -0.4077 -2.2128
H -1.1328 -0.3933 -0.8036
H 2.5769 -1.7673 -2.7100
H 3.4233 -0.4458 -3.5293
H 3.2827 -2.0372 -4.3011
H 1.7742 -1.5823 -6.2984
H 2.2928 0.0772 -5.9778
H -0.4223 -0.8386 -6.6743
H 0.1007 0.8294 -6.4223
H -2.2987 -0.4950 -5.6740
H -2.5188 0.3151 -4.1407
H -2.1622 -1.4326 -4.1922
*
```


A cluster of 11 separate species, C14H38N10O21 in total. Source: OMol25; level of theory: ωB97M-V with the def2-TZVPD basis set.

LUMO level, eV: -1.11
Frontier orbital gap, eV: 8.5575
SMILES: C[N+](=O)[O-].C[N+](=O)[O-].C[N+](=O)[O-].C[N+](=O)[O-].C[N+](=O)[O-].C[N+](=O)[O-].C[N+](=O)[O-].C[N+](=O)[O-].C[N+](=O)[O-].C[N+](=O)[O-].C1CCOC1
HOMO level, eV: -9.671

ORCA input file:
```
! wB97M-V def2-TZVPD RIJCOSX def2/J DEFGRID3
* xyz 0 1
C 0.2076 1.9576 4.3449
C 0.9528 1.3665 5.5406
C 0.9381 2.5297 6.4909
O -0.3328 3.1809 6.2659
C -0.8439 2.9128 4.9358
H -0.2158 1.2096 3.6746
H 0.9515 2.4829 3.7459
H 1.9421 0.9603 5.3299
H 0.4013 0.5012 5.9081
H 1.7758 3.1793 6.2372
H 1.0236 2.2251 7.5340
H -0.9181 3.8347 4.3591
H -1.7781 2.3517 4.9135
C -1.8106 5.2988 0.4588
N -0.5485 5.2853 1.2439
O 0.0398 4.2563 1.4786
O -0.0720 6.3830 1.4470
H -2.5602 5.7197 1.1289
H -1.9808 4.2359 0.2878
H -1.6870 5.9235 -0.4259
C 4.0272 -0.3286 -0.9301
N 4.6926 -1.3495 -0.1168
O 4.4479 -1.4223 1.1206
O 5.5605 -2.0171 -0.6587
H 3.5895 -0.8071 -1.8062
H 4.8215 0.3453 -1.2510
H 3.3233 0.2466 -0.3287
C -2.8381 -0.6959 -3.4896
N -2.5489 -0.7924 -4.9548
O -2.1219 -1.8625 -5.2846
O -2.7483 0.1896 -5.6747
H -3.7511 -0.1020 -3.4468
H -1.9964 -0.1421 -3.0737
H -2.9538 -1.6843 -3.0451
C -1.4765 -6.1146 -0.0217
N -2.0794 -4.7955 0.2394
O -3.2410 -4.6075 -0.0301
O -1.3329 -3.8989 0.6443
H -2.2923 -6.8289 -0.1329
H -0.7997 -6.4616 0.7591
H -0.9821 -6.0603 -0.9916
C 2.1028 1.2969 -4.7689
N 1.2107 0.5968 -3.9027
O 0.0447 0.3367 -4.2654
O 1.7145 0.4524 -2.8157
H 2.5113 2.2292 -4.3791
H 1.5495 1.5866 -5.6622
H 2.8219 0.5621 -5.1311
C -4.2598 -1.1471 0.5231
N -5.1682 -1.1649 -0.6699
O -5.2076 -0.2045 -1.4381
O -5.8397 -2.1780 -0.8612
H -3.6717 -0.2297 0.5519
H -3.6158 -2.0172 0.3949
H -4.8818 -1.3389 1.3975
C 1.7534 3.9566 -1.6463
N 0.6840 3.9264 -2.6098
O -0.4256 3.6870 -2.1992
O 0.9207 4.1224 -3.7658
H 1.5472 4.7825 -0.9655
H 2.7835 4.0149 -1.9977
H 1.7153 2.9563 -1.2151
C 0.3706 0.4845 0.5554
N -0.7145 -0.5282 0.3514
O -0.9915 -1.2868 1.2469
O -1.2393 -0.6822 -0.7498
H 0.8573 0.3115 1.5153
H -0.1989 1.4138 0.5554
H 1.0664 0.3739 -0.2763
C 1.9917 -3.0871 2.1400
N 1.1392 -3.3846 3.3641
O 0.3592 -4.3129 3.3964
O 1.3134 -2.6456 4.3020
H 3.0123 -2.9712 2.5046
H 1.7026 -2.1277 1.7108
H 1.9664 -3.8639 1.3758
C 0.3664 -2.8569 -3.0612
N 1.5695 -2.9185 -2.2520
O 2.5439 -3.5823 -2.7250
O 1.5512 -2.4487 -1.1229
H -0.4788 -2.6440 -2.4067
H 0.1269 -3.8285 -3.4935
H 0.6114 -2.2462 -3.9302
*
```


Number 1: strongest force on any atom 3.89 eV/A. Number 2: strongest force on any atom 3.77 eV/A. Number 3: strongest force on any atom 0.72 eV/A. Number 4: strongest force on any atom 1.98 eV/A. Number 5: strongest force on any atom 0.76 eV/A. Number 6: strongest force on any atom 3.65 eV/A.